106
Properties=species:S:1:pos:R:3 method="wB97M-V/def2-TZVPD" multiplicity=2 charge=+1 mol_weight_g_mol=973.79 gap_ev="5.13 / 5.36" s2=0.91 homo_energy_ev="-10.06 / -10.06"
Ru 0.83734 1.01581 -0.55390
S 3.15256 2.60654 -1.46702
P -4.07708 0.34132 1.39977
P -0.98381 -0.26768 0.76097
P 2.98881 -0.37691 -0.73884
O 3.59037 3.96567 -1.47313
O 3.02512 2.00665 -0.10664
O 1.90720 2.34654 -2.21423
N 0.34699 2.68456 0.85799
N -0.71599 3.08603 -2.09971
N -0.73448 1.75860 -1.97199
N 0.27864 3.82554 0.15955
C -0.36669 -4.34701 0.78500
C 1.17576 2.88309 1.88733
C -0.48916 -3.05942 1.28123
C -4.13779 2.37470 -2.10711
C -0.22842 -2.20398 -0.94981
C -7.66515 -0.78695 2.84126
C 2.57848 -3.75227 -3.02605
C -0.75975 1.31480 5.05590
C 1.04136 4.75303 0.74732
C -1.52571 1.93101 4.07824
C -0.88705 2.24284 -4.14145
C -0.01513 -0.33125 3.46039
C 1.63560 4.19367 1.87121
C -0.42493 -1.97510 0.41331
C 2.86498 -3.16079 -0.33345
C 5.23034 2.03706 -3.20377
C 4.71384 -0.20649 2.98312
C 5.98844 -0.20039 -3.57327
C 5.06006 -0.68329 -2.66641
C -4.65527 1.01091 -0.19681
C 4.33033 1.54813 -2.27990
C 6.11779 -1.57586 1.60690
C -0.82086 1.22751 -3.19812
C -5.45098 -2.14774 1.84424
C 0.00208 0.20157 4.74021
C -6.33312 1.43814 -1.85723
C -0.23904 -4.56591 -0.57711
C -6.54815 -0.08732 2.43151
C -6.57013 -2.84367 2.26904
C -0.81522 3.40905 -3.39214
C 2.63837 -2.43597 -2.60971
C 3.84110 -0.02521 1.92153
C -2.77479 -0.84100 0.80926
C -3.74751 1.77562 -0.92489
C -5.43466 2.21475 -2.57045
C -7.67633 -2.17091 2.76125
C -1.54629 1.40882 2.80089
C 4.20500 0.19606 -1.99741
C 2.82784 -2.12815 -1.26383
C -5.44113 -0.75893 1.90882
C -0.82367 0.25188 2.49286
C 2.68368 -4.77727 -2.09867
C 5.85234 -0.98044 2.82964
C 4.11638 -0.60163 0.68898
C 2.80410 -4.47708 -0.75143
C 6.07494 1.15341 -3.85636
C -0.17651 -3.49060 -1.44923
C 5.26009 -1.38561 0.54030
C -5.95540 0.84828 -0.66461
B -0.76530 4.11405 -0.94285
H -1.85594 4.05941 -0.44915
H 1.36875 2.10615 2.60553
H -2.73504 1.89559 -0.55818
H 6.64401 -0.89801 -4.07298
H -0.64725 -2.90221 2.33769
H -0.96718 2.14711 -5.20453
H -2.09218 2.82174 4.30470
H -2.75136 -1.66888 1.52511
H -0.55451 5.18620 -1.39656
H -6.57656 -3.92149 2.21074
H -0.40449 -5.18945 1.45987
H -8.54677 -2.72264 3.07977
H -0.73942 1.71903 6.05591
H 5.26074 3.09767 -3.39265
H -4.60681 -2.69524 1.45167
H 4.99266 -1.75004 -2.50629
H 2.30558 4.65571 2.56734
H 6.53134 -1.12613 3.65652
H -0.18688 -5.57303 -0.96144
H 2.84958 -5.27272 -0.02381
H -2.08505 1.92373 2.01480
H -6.52024 0.99220 2.50249
H -3.02688 -1.21472 -0.18829
H 2.94639 -2.93229 0.71960
H 2.65158 -5.80509 -2.42456
H -0.90017 0.16455 -3.34316
H 0.61072 -0.25429 5.50535
H -6.66358 0.25307 -0.10771
H 6.99530 -2.19266 1.48039
H -8.52064 -0.25576 3.22830
H -0.08763 -3.66000 -2.51136
H 2.44166 -3.98047 -4.07259
H -5.74636 2.69674 -3.48420
H -7.33789 1.29461 -2.22455
H -0.85060 4.43237 -3.70996
H -3.43779 2.98192 -2.65888
H 2.55273 -1.63174 -3.32873
H 6.79260 1.50531 -4.57988
H 0.59994 -1.18577 3.21667
H 5.47987 -1.86103 -0.40347
H -0.14069 -1.34139 -1.61501
H 1.11457 5.74937 0.35789
H 2.94779 0.57627 2.02957
H 4.51166 0.25550 3.93755

=====

109
Properties=species:S:1:pos:R:3 method="wB97M-V/def2-TZVPD" multiplicity=2 charge=+1 mol_weight_g_mol=1074.23 gap_ev="6.17 / 5.90" s2=0.76 homo_energy_ev="-9.78 / -9.78" e_above_lowest_ev=4.091
As -2.07445 -2.13965 2.99002
As -1.22594 0.65329 0.82141
Ge 0.87685 2.29244 -0.60952
Ti 1.32585 -1.11436 -0.64663
O -1.93173 -4.38565 0.52365
O -5.45412 -0.92444 3.26590
O -1.23231 -2.84186 -0.93227
O -5.39523 -2.10041 1.40073
O 1.75164 -0.02386 1.21986
O -4.19289 2.01592 1.05387
O 0.99382 -1.14080 2.99794
O -4.67521 0.60081 -0.56751
N 3.18550 -0.34672 -1.16336
N 1.83379 -3.10347 0.07772
N 1.74201 -2.14151 -2.26323
C -4.82609 -1.38831 2.17917
C 2.69230 3.67419 1.04480
C 1.03599 -6.25554 -1.71171
C 5.05367 1.12996 -1.10617
C -4.80254 0.05644 4.11575
C 3.38136 -0.50036 -2.51976
C -3.04212 -0.03489 1.15166
C 5.20626 1.04876 -2.46343
C -1.05458 -2.30838 1.32597
C 4.37384 0.20110 -3.21486
C 0.10645 6.10078 3.31644
C -3.38074 -1.00181 1.98820
C 2.38990 5.36298 2.72377
C -0.41046 5.26619 -3.23259
C 0.27989 4.45576 -2.33581
C -0.22640 -1.15196 0.90145
C -4.36305 -0.66382 -1.20269
C 1.47072 -3.50306 -2.22602
C -1.74249 5.00015 -3.52240
C 2.03542 -3.56037 1.29572
C 4.53070 -0.03105 -4.60588
C -1.47356 -3.29282 0.30982
C -1.71188 -3.69475 -1.99380
C 2.58598 -1.49212 -3.16059
C 1.19217 -4.37362 -3.23805
C -1.24453 6.03126 3.14601
C -1.79003 5.13333 2.19941
C -3.16718 -3.74389 3.08226
C 0.98108 5.28752 2.54692
C -1.68365 3.11391 -2.02440
C 0.97200 -5.75348 -2.97110
C 1.52614 -4.01842 -0.90023
C -0.97117 4.33936 1.45080
C 3.23016 4.58387 1.98933
C -0.34450 3.36953 -1.71510
C 2.78436 -1.71583 -4.48836
C -2.37858 3.92378 -2.91549
C 1.34128 3.57089 0.81485
C 0.44460 4.39095 1.58739
C -0.98581 1.31772 2.65185
C 3.75322 -0.96600 -5.21090
C -4.02995 0.93829 0.54525
C 4.01961 0.41917 -0.49247
C 1.51189 -5.80443 0.69279
C 0.00283 -0.24730 -2.15318
C 2.13350 -0.65319 3.76128
C 1.34051 -5.38023 -0.63664
C 1.88695 -4.90470 1.64888
C 0.87475 -0.73312 1.75761
H -1.30618 -4.69646 -1.90337
H 2.78596 6.05175 3.46368
H -3.29417 -0.74566 -1.39174
H -0.46811 -1.07990 -2.68106
H 3.38164 3.06019 0.46940
H 1.10834 -4.01622 -4.25551
H 1.96906 0.38109 4.04838
H 2.20071 -2.45824 -5.01177
H -3.86582 -3.59008 3.90449
H -5.57547 0.42049 4.78019
H 5.98708 1.61214 -2.96842
H -4.40697 0.88539 3.53415
H -0.78032 0.41079 -1.79346
H 2.18342 -1.28260 4.64140
H -3.70076 -3.95894 2.16425
H -1.13003 0.53538 3.39213
H 3.84269 0.50849 0.56954
H -4.01266 -0.40117 4.70438
H -1.38281 -3.23057 -2.91816
H 5.28079 0.52234 -5.16140
H 0.53523 6.78195 4.04605
H -2.20845 2.29699 -1.55583
H -1.40476 3.66612 0.73436
H -1.90316 6.66218 3.73291
H 5.70736 1.74433 -0.49965
H 2.33415 -2.84319 2.04282
H 1.36872 -6.85179 0.94110
H 0.86543 -7.30848 -1.51501
H -4.89627 -0.64782 -2.14513
H 0.08861 6.10989 -3.69727
H 0.74648 -6.41645 -3.80018
H -3.42146 3.71554 -3.13323
H 3.87757 -1.15877 -6.26950
H -4.70428 -1.49241 -0.58821
H 1.32080 4.69177 -2.11050
H 3.04888 -0.72341 3.18516
H 0.00186 1.77479 2.75531
H -2.86548 5.07817 2.06417
H -1.74164 2.09175 2.77409
H -2.28562 5.63373 -4.21470
H -2.79617 -3.74809 -1.95980
H -2.51143 -4.57735 3.32865
H 0.61973 0.30451 -2.86152
H 2.06716 -5.20511 2.67320
H 4.30457 4.65075 2.13126

=====

106
Properties=species:S:1:pos:R:3 method="wB97M-V/def2-TZVPD" multiplicity=3 charge=+2 mol_weight_g_mol=1017.33 gap_ev="8.18 / 6.71" s2=2.01 homo_energy_ev="-12.38 / -12.89" e_above_lowest_ev=2.766
Pd 0.23699 -0.05462 -0.27754
As -1.70326 1.17144 -1.61032
As 1.32141 -0.01485 -2.48257
S -1.78911 -2.48890 1.45666
S 2.73295 -0.92351 1.81504
O -1.41107 -1.22665 0.69366
O 1.65680 -1.38780 0.83907
N 2.09953 3.72092 0.86845
N 1.13591 1.71322 0.61428
C -1.75495 2.95051 -0.87144
C 5.21767 -1.88572 2.29372
C -3.24491 -2.04253 2.37959
C -0.12544 4.73699 0.17603
C -5.55640 -1.39343 3.73408
C 0.37974 -2.71028 -5.54923
C 0.87963 -1.62354 -4.84919
C 3.65503 -3.46666 1.31540
C -4.32487 1.49352 -2.75386
C -4.01405 -0.50927 -1.43518
C 0.59752 -0.60321 3.55549
C -2.60184 4.91707 0.28969
C 0.59401 4.47847 2.70210
C -0.30056 3.89438 3.49606
C -6.12773 -0.07575 -2.49112
C -1.12784 2.76729 3.03680
C -3.84952 -0.81924 2.13887
C 0.66179 -1.52398 -3.47667
C -0.94845 1.46256 -3.40719
C -0.96762 2.18998 1.84690
C 5.98121 0.10728 -3.01099
C 2.02432 -1.16063 3.46996
C 4.64268 -4.43800 1.34075
C -0.33611 -3.69617 -4.88283
C 0.06590 2.68165 0.89132
C 0.57437 1.49158 -3.46870
C -3.51881 0.67995 -1.95858
C -0.04982 -2.51472 -2.81079
C -2.80474 3.67394 -0.48003
C -1.39920 5.39315 0.61694
C 6.19123 -2.87416 2.32486
C -0.45256 -1.66922 3.86010
C -0.55076 -3.60071 -3.51634
C 5.17121 0.67019 -3.98739
C 4.03772 -0.49208 -1.73464
C -5.32361 -0.88518 -1.70243
C 5.90141 -4.14472 1.84970
C 3.95786 -2.20180 1.80172
C 0.72160 4.02803 1.28782
C -0.60417 -2.74961 2.79098
C 3.79156 0.65338 -3.84255
C 2.22552 2.40836 0.59034
C -0.38979 3.34414 -0.43678
C -5.01257 -0.49858 2.82713
C -5.63125 1.10972 -3.01563
C 5.41595 -0.47587 -1.88628
C -4.94826 -2.62361 3.95368
C -3.79113 -2.95883 3.27185
C 3.22359 0.07105 -2.71159
H 0.55616 0.16205 4.33058
H 6.04751 -0.92770 -1.13273
H 1.20674 5.30148 3.04925
H -1.41221 -1.18009 4.03989
H -6.26266 1.73618 -3.63095
H 5.43899 -0.88497 2.64360
H -5.71280 -1.80947 -1.29825
H -1.32442 6.31861 1.17355
H 2.89440 4.30031 1.08662
H 3.19278 1.99110 0.33878
H -3.37959 -1.14180 -0.82451
H -0.91870 -3.70436 3.21869
H 6.66458 -4.91031 1.86663
H 7.05555 0.11871 -3.13173
H 0.33816 -0.09319 2.62637
H 0.32462 -2.93830 2.24702
H -1.56480 1.32715 1.57168
H 5.61391 1.12053 -4.86500
H 0.46350 5.41879 -0.44273
H -7.14637 -0.37084 -2.70197
H 3.17693 1.09966 -4.61448
H -3.42247 -0.13593 1.41792
H 0.90578 1.41820 -4.50774
H -0.43327 4.23892 4.51284
H 4.43334 -5.42694 0.95684
H -5.38036 -3.32633 4.65217
H 3.59014 -0.97310 -0.87329
H -1.10646 -4.37036 -2.99825
H -1.38170 2.38114 -3.80757
H 2.67798 -3.66847 0.89959
H -3.48692 5.45897 0.59545
H 0.35384 3.11289 -1.20123
H -1.87853 2.38394 3.71623
H -0.72431 -4.54252 -5.43241
H 2.70792 -0.62112 4.12795
H -0.19620 -2.17228 4.79584
H 1.44409 -0.86552 -5.38115
H 7.17653 -2.64778 2.70805
H 2.09596 -2.22128 3.71395
H -3.82049 3.36084 -0.69079
H -3.33218 -3.92628 3.43235
H -0.22098 -2.44978 -1.73849
H 1.00242 2.40704 -3.05894
H -6.46250 -1.13975 4.26610
H 0.54972 -2.78922 -6.61433
H -3.94687 2.42344 -3.16248
H -5.49655 0.45142 2.64576
H -1.33495 0.63138 -4.00385

=====

117
Properties=species:S:1:pos:R:3 method="wB97M-V/def2-TZVPD" multiplicity=1 charge=-1 mol_weight_g_mol=1479.64 gap_ev="4.30 / 4.29" homo_energy_ev="-4.96 / -4.96" e_above_lowest_ev=1.268
Sb -0.22807 1.83722 -5.57582
Tc 0.51623 3.44519 -1.13639
As 1.60948 6.50783 -0.60614
Ge -1.17061 0.58854 0.79140
Ge 1.39637 -0.30665 -0.50614
S -1.75805 3.13722 -4.17169
S -0.90233 2.15384 -2.63797
S 2.54102 7.57408 -2.15751
S -0.33215 2.96969 -7.72793
S -0.76865 2.79145 0.59581
S 0.79018 -0.07122 1.71027
S -0.35357 5.59969 -1.33988
S 2.16270 1.52388 -1.44532
S 2.37548 4.42731 -0.21530
S -0.81741 -0.62620 -1.11452
S -1.61466 1.35669 -7.54265
S 1.56424 7.71419 1.10823
O 1.31163 3.62693 -4.13237
C 1.10981 3.59218 -2.99640
C -2.92857 0.34094 1.71631
C 4.83073 1.41168 1.74167
C -4.24862 1.52231 -2.59283
C -1.94112 2.84500 3.96889
C -4.21565 1.52525 -1.20583
C 4.86248 -2.74468 -0.17564
C 2.65296 -0.87559 -4.17245
C -1.67446 -2.17559 3.88094
C -0.69025 -2.60214 -4.52213
C -2.97888 0.27559 3.10226
C 1.59709 0.48520 6.60205
C 0.33191 -4.30170 -1.28619
C -4.12292 0.34648 -3.31804
C -4.35127 2.81669 -0.45363
C -3.99542 -0.84590 -2.62248
C 3.62829 -3.60414 -2.03831
C 0.36133 -3.42660 -2.50449
C -0.70096 -3.41123 -3.39127
C 4.71827 0.41730 0.78455
C -1.26612 1.57045 4.37543
C 2.94686 -2.27819 2.82588
C 0.40979 -1.79272 -4.74328
C -1.15679 -0.84976 4.35719
C -5.31516 0.13277 1.60210
C -4.09230 0.27529 0.95615
C 4.05350 -0.77207 1.11160
C 2.63075 -2.65526 -1.83088
C 3.87892 -1.78991 0.05091
C 3.58168 -0.98222 2.40730
C -4.21297 0.12783 3.72722
C -5.37443 0.05714 2.98082
C 3.71951 0.03528 3.34205
C 1.49123 -1.77459 -3.86927
C -0.06539 -0.78710 5.21048
C -4.09945 0.35935 -4.81475
C -3.97010 -0.88365 -1.23782
C -0.15842 1.59668 5.20830
C 4.73857 -3.64823 -1.21488
C -3.84900 -2.21074 -0.54414
C -4.06567 0.31327 -0.52456
C 1.46621 -2.60149 -2.74616
C 5.34410 0.59353 -0.56690
C 2.76079 -1.76027 -0.77758
C 0.44600 0.42631 5.64269
C -1.75929 0.33729 3.93967
C 4.39504 2.35570 4.02019
C -1.82842 -2.63355 -5.49616
C 4.31621 1.24302 3.02005
H 0.23547 2.55127 5.53197
H 0.35624 -3.68795 -0.38471
H -4.32096 3.66264 -1.13835
H -1.85300 -3.59375 -6.01347
H 5.32130 2.34082 1.48354
H -1.72996 -1.84244 -6.23874
H -1.38073 -2.33402 2.84089
H 2.34882 0.17062 -4.08147
H -3.10396 0.07999 -5.16903
H 1.20071 -4.95819 -1.25598
H 2.64565 -2.87089 1.96466
H 3.47533 -1.04199 -3.48084
H -3.01374 2.79707 4.15938
H -4.33562 1.34692 -5.20337
H -0.56950 -4.90996 -1.26738
H -3.54912 -2.09329 0.49513
H 3.32636 -0.11693 4.33605
H 3.51661 2.99485 3.92172
H 5.27774 2.96726 3.84541
H -1.51951 3.69504 4.50096
H 2.29986 1.26277 6.30969
H -4.36127 2.46144 -3.11755
H 6.19185 -0.08400 -0.68124
H 4.42557 1.96776 5.03694
H -3.54146 2.93162 0.26877
H -4.24898 0.07583 4.80665
H -2.77599 -2.51105 -4.97636
H -3.90393 -1.77488 -3.16827
H 0.39183 -1.70784 5.54700
H 3.52830 -4.29923 -2.86035
H -5.28903 2.84628 0.10395
H -3.10846 -2.82529 -1.05299
H -4.80589 -2.73573 -0.56361
H 3.64880 -2.86571 3.42059
H 4.63202 0.37629 -1.36249
H 0.44971 -1.17854 -5.64000
H -1.55722 -4.04512 -3.20429
H 1.23158 0.72539 7.60191
H 5.72612 -2.76525 0.47343
H -6.21841 0.08068 1.00937
H 3.00713 -1.03594 -5.19043
H -6.32895 -0.04695 3.47603
H -1.26759 -2.98724 4.48117
H -4.80803 -0.35977 -5.22284
H -1.81167 3.01936 2.90062
H 2.06823 -2.07961 3.43686
H 5.51392 -4.38202 -1.38838
H -2.76271 -2.21211 3.92404
H 2.11960 -0.46796 6.65048
H 5.69473 1.61484 -0.68975